No. 1
{
  "formula": "C47H53AuN7",
  "method": "ωB97M-V/def2-TZVPD",
  "orbital_gap_ev": 5.689,
  "total_charge": 1,
  "largest_force_ev_per_a": 1.86,
  "e_lumo_ev": -3.91,
  "species": ["Au", "C", "C", "C", "C", "C", "C", "C", "N", "C", "C", "C", "C", "C", "C", "C", "C", "C", "C", "N", "C", "C", "C", "N", "C", "C", "C", "C", "C", "C", "C", "C", "C", "C", "C", "C", "C", "C", "N", "C", "C", "H", "H", "H", "H", "H", "H", "H", "H", "H", "H", "H", "H", "H", "H", "H", "H", "H", "H", "H", "H", "H", "H", "H", "H", "H", "H", "H", "H", "H", "H", "H", "H", "H", "H", "H", "H", "H", "H", "H", "H", "H", "H", "H", "H", "C", "C", "N", "C", "C", "C", "C", "C", "C", "C", "C", "N", "C", "N", "H", "H", "H", "H", "H", "H", "H", "H", "H"],
  "xyz": [[-0.411, 0.122, 0.275], [-0.810, 2.448, -5.447], [-2.067, 2.399, -4.575], [-1.924, 1.390, -3.484], [-2.387, 0.086, -3.478], [-3.222, -0.603, -4.501], [-4.698, -0.570, -4.083], [-1.997, -0.477, -2.228], [-1.296, 0.445, -1.495], [-1.263, 1.582, -2.246], [-0.692, 2.804, -1.836], [-0.093, 3.015, -0.634], [0.536, 4.258, -0.240], [0.548, 5.502, -1.061], [-0.756, 6.289, -0.908], [1.085, 4.048, 0.987], [0.822, 2.671, 1.334], [1.333, 2.046, 2.455], [1.190, 0.702, 2.773], [0.450, -0.206, 2.055], [0.486, -1.370, 2.760], [-0.223, -2.541, 2.429], [-0.986, -2.692, 1.316], [-1.112, -1.770, 0.297], [-1.970, -2.321, -0.605], [-2.347, -1.750, -1.800], [-2.419, -3.619, -0.157], [-1.793, -3.860, 1.026], [-1.914, -5.053, 1.911], [-2.768, -4.756, 3.149], [-3.354, -4.512, -0.902], [-2.589, -5.400, -1.885], [1.278, -1.231, 3.928], [1.737, 0.075, 3.934], [2.659, 0.703, 4.918], [4.112, 0.594, 4.446], [1.470, -2.289, 4.966], [2.513, -3.347, 4.586], [0.070, 2.079, 0.367], [1.890, 5.007, 1.796], [3.375, 4.876, 1.449], [-0.939, 3.159, -6.259], [-0.613, 1.466, -5.870], [0.056, 2.740, -4.857], [-2.925, 2.133, -5.194], [-2.263, 3.387, -4.158], [-2.903, -1.641, -4.619], [-3.115, -0.101, -5.465], [-4.837, -1.044, -3.114], [-5.303, -1.092, -4.820], [-5.044, 0.458, -4.005], [-0.747, 3.622, -2.537], [0.704, 5.248, -2.111], [1.386, 6.125, -0.748], [-1.606, 5.690, -1.226], [-0.721, 7.196, -1.507], [-0.905, 6.565, 0.132], [1.909, 2.651, 3.137], [-0.167, -3.362, 3.125], [-2.985, -2.331, -2.445], [-0.917, -5.379, 2.217], [-2.370, -5.869, 1.350], [-2.343, -3.940, 3.728], [-2.840, -5.636, 3.783], [-3.773, -4.468, 2.850], [-4.091, -3.919, -1.446], [-3.896, -5.147, -0.199], [-2.041, -4.795, -2.604], [-3.282, -6.046, -2.416], [-1.871, -6.021, -1.357], [2.559, 0.194, 5.877], [2.404, 1.752, 5.068], [4.378, -0.447, 4.285], [4.784, 1.012, 5.191], [4.250, 1.127, 3.508], [0.509, -2.779, 5.144], [1.770, -1.815, 5.902], [2.270, -3.804, 3.627], [2.548, -4.124, 5.347], [3.500, -2.896, 4.510], [1.747, 4.824, 2.862], [1.561, 6.025, 1.581], [3.733, 3.871, 1.661], [3.958, 5.586, 2.028], [3.536, 5.073, 0.392], [4.156, 1.292, -0.642], [3.033, 0.656, -0.143], [1.960, 0.405, -0.883], [1.990, 0.722, -2.163], [3.094, 1.306, -2.790], [4.183, 1.635, -1.983], [3.113, 1.624, -4.210], [2.630, 0.889, -5.224], [2.104, -0.464, -5.156], [1.521, -1.068, -6.279], [1.067, -2.368, -6.125], [1.186, -3.022, -4.980], [1.776, -2.387, -3.985], [2.231, -1.158, -4.023], [4.992, 1.515, 0.000], [2.979, 0.349, 0.892], [1.085, 0.530, -2.719], [5.041, 2.132, -2.409], [3.604, 2.557, -4.460], [2.683, 1.300, -6.223], [1.427, -0.547, -7.219], [0.598, -2.910, -6.934], [1.894, -2.926, -3.055]],
  "mulliken_charge": [2.2952, -0.8633, -1.4604, 1.1660, 1.1674, -1.2859, -1.2126, -0.0788, -0.7970, -0.5722, -0.8806, 0.2891, 1.0964, -1.3236, -1.2585, 1.0772, -0.0086, -0.6006, -0.2083, -0.7548, 0.1172, -1.1320, 0.1171, -0.8598, -0.0440, -0.7411, 0.6926, 0.7662, -1.1444, -1.1288, -1.2878, -1.1561, 1.2545, 1.0685, -1.4393, -0.9195, -1.2317, -1.0837, -0.7476, -1.4386, -0.9301, 0.4884, 0.1574, 0.1568, 0.4734, 0.4806, 0.4145, 0.5058, 0.2940, 0.3997, 0.3351, 0.4605, 0.4089, 0.4308, 0.3029, 0.4131, 0.3405, 0.3221, 0.5180, 0.5184, 0.4166, 0.4166, 0.2959, 0.3825, 0.3295, 0.4482, 0.4688, 0.3020, 0.3963, 0.3257, 0.4120, 0.4117, 0.2165, 0.4315, 0.1450, 0.4339, 0.3153, 0.2965, 0.3812, 0.2975, 0.5060, 0.4242, 0.1452, 0.4189, 0.3025, -0.9229, -0.6052, 0.4414, -1.0867, 0.6147, -0.7253, -1.2402, -0.6254, 1.1464, -0.6547, -0.2996, -0.5902, -0.1860, -0.3156, 0.5144, 0.6092, 1.3238, 0.5154, 0.4619, 0.4044, 0.4490, 0.4139, 0.4985]
}

=====

No. 2
{
  "formula": "C5H8O",
  "method": "ωB97M-V/def2-TZVPD",
  "orbital_gap_ev": 8.300,
  "relative_energy_kcal_mol": 115.6,
  "largest_force_ev_per_a": 0.87,
  "e_lumo_ev": 0.52,
  "species": ["C", "C", "C", "O", "C", "C", "H", "H", "H", "H", "H", "H", "H", "H"],
  "xyz": [[1.320, 0.568, -0.818], [0.687, 0.498, 0.543], [-0.675, 1.100, 0.778], [-1.608, 0.242, 0.033], [-0.872, -0.585, -0.697], [0.472, -0.605, -0.474], [0.875, 1.278, -1.512], [2.392, 0.436, -0.919], [1.317, 0.299, 1.412], [-0.795, 2.120, 0.400], [-1.003, 1.048, 1.816], [-1.473, -1.241, -1.325], [-0.641, -2.769, 0.517], [-0.025, -2.422, 0.255]],
  "mulliken_charge": [-0.5714, -0.0774, -0.4891, -0.3494, -0.3196, 0.0069, 0.1913, 0.2608, 0.3384, 0.2520, 0.2999, 0.5044, 0.0808, -0.1275]
}

=====

No. 3
{
  "formula": "C4H4OS",
  "method": "ωB97M-V/def2-TZVPD",
  "orbital_gap_ev": 9.169,
  "relative_energy_kcal_mol": 69.3,
  "largest_force_ev_per_a": 3.36,
  "e_lumo_ev": -0.17,
  "species": ["C", "C", "C", "C", "O", "S", "H", "H", "H", "H"],
  "xyz": [[2.623, -1.400, 2.149], [1.192, -0.015, 0.227], [1.817, -0.776, 1.170], [-0.344, -0.072, 0.099], [1.288, -1.585, 2.197], [4.076, -1.657, 2.634], [1.849, 0.595, -0.478], [-0.610, 0.985, -0.115], [-0.887, -0.632, -0.626], [-0.616, -0.420, 1.136]],
  "mulliken_charge": [0.5569, -0.2132, 0.1905, -0.8694, -0.4065, -0.3646, 0.2978, 0.2574, 0.3069, 0.2443]
}